10
Properties=species:S:1:pos:R:3:forces:R:3:lowdin_charge:R:1 method="wB97M-V/def2-TZVPD" homo_lumo_gap_ha="0.2999 / 0.2755" e_homo_ev="-15.43 / -15.69" total_energy_ha=-284.3247 charge=+1 lumo_energy_ev="-7.3 / -8.2" e_above_lowest_kcal_mol=82.4
C 0.6250 1.2803 -0.2758 1.4 -0.1 -0.8 0.24
C -0.5668 -1.0311 -0.1401 0.4 -2.5 1.2 -0.10
C 1.5099 0.2665 0.0923 2.7 -1.1 2.4 -0.08
C -0.6500 1.2498 0.0734 -2.8 2.5 -0.8 -0.08
N 0.8445 -0.8175 0.1332 -2.0 -0.9 -2.0 0.17
O -1.3393 0.1669 0.1160 -0.4 -1.5 0.6 0.07
H -0.8989 -1.4372 -1.1610 1.2 0.8 1.1 0.19
H -0.7704 -1.9400 0.6177 -0.4 2.3 -1.4 0.21
H 2.5722 0.1033 0.4715 -1.2 1.4 -1.0 0.19
H -1.3262 2.1592 0.0728 1.1 -0.8 0.6 0.20


12
Properties=species:S:1:pos:R:3:forces:R:3:lowdin_charge:R:1 method="wB97M-V/def2-TZVPD" homo_lumo_gap_ha=0.2415 e_homo_ev=-2.54 total_energy_ha=-435.2557 charge=-1 lumo_energy_ev=4.0 smiles="CN([O-])C(=O)C=C=O" e_above_lowest_kcal_mol=67.7
C -1.7007 0.8114 -0.1089 -0.9 2.8 0.3 -0.09
N -0.4132 0.3778 0.1845 0.4 -2.8 0.7 -0.31
O 0.4074 1.4089 0.2699 2.1 0.1 0.2 -0.21
C -0.0018 -0.9182 0.2081 -2.0 0.0 -2.2 -0.47
O -0.7560 -1.9188 -0.0824 0.6 1.4 1.1 -0.12
C 1.4360 -1.1341 0.1794 -0.3 1.8 0.7 -0.03
C 2.2919 -0.1218 0.0443 0.4 0.5 -0.5 -0.19
O 3.2089 0.5791 -0.1809 -0.7 -0.7 0.5 0.11
H -1.5883 1.4452 -0.9997 -0.2 0.2 0.1 0.08
H -2.4573 0.1374 -0.3435 -0.9 -1.9 0.0 0.05
H -2.0651 1.4947 0.7174 0.3 -0.6 -0.7 0.09
H 1.6381 -2.1618 0.1118 1.0 -0.9 -0.1 0.09


15
Properties=species:S:1:pos:R:3:forces:R:3:lowdin_charge:R:1 method="wB97M-V/def2-TZVPD" homo_lumo_gap_ha="0.2130 / 0.2553" e_homo_ev="-2.52 / -5.86" total_energy_ha=-1306.8476 charge=-1 multiplicity=3 lumo_energy_ev="3.3 / 1.1" s_squared=2.01 e_above_lowest_kcal_mol=0.0
C 1.6820 -0.7511 0.4630 -0.5 -0.3 0.0 -0.28
C 1.8984 1.3814 0.7866 -0.8 0.3 0.0 -0.50
C 0.3667 -0.4409 0.6029 0.0 0.0 0.1 -0.37
C -2.8476 0.5872 -1.1300 1.0 -4.9 -0.5 -0.43
N 2.5495 0.2874 0.5730 0.9 0.1 0.0 -0.06
O -2.4761 -1.4935 0.4595 -0.1 0.6 -0.3 -0.36
O -2.1929 0.6999 1.5087 -0.5 -0.2 -0.6 -0.44
O -4.3875 0.0424 0.6116 0.1 -0.4 1.0 -0.35
O -2.7104 1.7415 -1.4149 0.4 4.9 -0.7 0.04
S 0.1717 1.2322 0.8940 1.5 0.2 -0.1 1.03
S -2.9316 -0.1096 0.5492 -2.2 -0.4 0.7 0.43
H 2.0755 -1.7379 0.2851 0.0 -0.2 0.0 0.09
H 2.3891 2.3275 0.9142 0.1 0.3 0.0 0.05
H -3.2158 -0.1722 -1.8448 0.1 0.1 0.5 0.11
H -0.5019 -1.0728 0.5698 0.1 -0.2 0.0 0.03


Q: Look up the charge of the second one.
A: -1